This record from the Open Molecules 2025 dataset describes C29H34Br34ClF3O3S as an isolated structure. The level of theory is the ωB97M-V functional and the def2-TZVPD basis.

Summary:
- Lowest unoccupied orbital energy: -0.0644 Eh
- M: 3271.8 g mol⁻¹
- HOMO: -8.5954 eV
- Total energy: -90025.04956 a.u.

Geometry as ORCA input:
```
! RIJCOSX wB97M-V def2-TZVPD def2/J DEFGRID3
* xyz 0 1
C -0.5998 -2.4638 0.9202
C -1.2934 -3.9104 0.5650
S -0.2332 -5.4082 0.9504
C 0.7737 -5.8185 -0.6158
C 1.1111 -4.3680 -1.3177
C 0.4073 -3.8075 -2.5088
C -0.8103 -4.6918 -3.2371
C -0.2102 -6.0046 -4.0403
O -0.8696 -7.2843 -3.6557
C -0.2421 -5.8522 -5.6776
F 0.8762 -6.7281 -6.1917
F -1.5082 -6.3247 -6.3085
F -0.0219 -4.4626 -6.1410
C 0.8315 -2.3011 -3.0939
O -0.1064 -1.6538 -3.7903
C 2.3686 -1.7627 -2.8116
C 3.1505 -0.6381 -3.7590
C 2.1544 0.6145 -4.2126
C 3.0792 1.9319 -4.6657
Br 1.0453 1.2975 -2.6423
C 3.0570 -2.3678 -1.6014
C 4.6220 -1.9952 -1.1718
C 5.5716 -2.8163 -2.2766
C 6.9686 -3.3879 -1.5963
Cl 4.6829 -4.3459 -2.9420
C 2.2992 -3.4651 -0.5939
O 2.6249 -3.6315 0.6908
H -1.3755 -1.6393 1.2782
H -0.0642 -2.0080 -0.0309
H 0.1996 -2.5413 1.7960
H -2.2774 -4.0106 1.2297
H -1.6242 -3.9200 -0.5582
H 1.8074 -6.2453 -0.2028
H 0.2169 -6.5598 -1.3313
H -1.5091 -5.1080 -2.3929
H -1.3548 -3.9392 -3.9599
H 0.9339 -6.1139 -3.7398
H -1.8376 -7.2809 -3.9396
H 4.0346 -0.1170 -3.1503
H 3.6708 -1.1657 -4.6886
H 1.4829 0.3076 -5.1351
H 3.2151 2.5586 -3.6590
H 2.4677 2.6096 -5.3977
H 4.1401 1.6326 -5.0585
H 4.8500 -2.3542 -0.0598
H 4.8459 -0.8445 -1.2019
H 5.7834 -2.1555 -3.2412
H 7.4113 -2.6909 -0.7620
H 6.7224 -4.4448 -1.1029
H 7.7187 -3.6167 -2.4772
C -0.2405 4.5947 -0.1470
Br -0.5891 2.7277 0.2733
Br 1.6320 4.9032 -0.5742
Br -1.4202 5.2542 -1.5462
H -0.4618 5.1726 0.7564
C -4.9866 3.7248 -0.6708
Br -4.6754 4.0814 1.2160
Br -5.2765 1.8317 -1.0116
Br -6.4279 4.8181 -1.3860
H -4.0740 4.0097 -1.2048
C -6.8095 -1.9625 -1.9976
Br -8.3021 -2.3864 -0.8244
Br -5.1301 -1.8532 -1.0220
Br -6.6958 -3.1949 -3.4985
H -7.0026 -0.9684 -2.4142
C 0.0121 9.2338 -3.3572
Br -1.8917 9.2195 -3.7568
Br 0.3615 9.7566 -1.5164
Br 0.8577 7.5392 -3.8013
H 0.4676 9.9961 -3.9980
C -3.5729 3.3932 4.8548
Br -4.3026 2.2967 6.2863
Br -4.5699 5.0485 4.6307
Br -1.6700 3.7208 5.0920
H -3.6859 2.8237 3.9264
C 1.7766 3.8464 7.1466
Br 3.1294 2.4576 6.9875
Br 1.2418 4.1277 8.9956
Br 2.3366 5.5034 6.2950
H 0.8911 3.4934 6.6078
C 4.2489 10.9618 -0.7147
Br 3.5209 11.5326 0.9966
Br 3.8735 9.0868 -1.0719
Br 3.6586 12.1085 -2.1711
H 5.3372 11.0631 -0.6489
C -2.3122 -6.6579 4.2239
Br -2.1035 -7.8294 2.6850
Br -1.1558 -7.1846 5.6967
Br -2.0711 -4.7872 3.7475
H -3.3443 -6.7686 4.5724
C 4.5121 -4.2587 3.6359
Br 5.8649 -5.6475 3.4769
Br 3.9773 -3.9774 5.4850
Br 5.0721 -2.6017 2.7843
H 3.6266 -4.6117 3.0971
C -2.5330 7.8429 7.6791
Br -3.1569 7.8817 5.8370
Br -3.9863 7.5110 8.9288
Br -1.0688 6.5851 7.9211
H -2.1389 8.8394 7.9043
C -8.0444 -0.1724 3.1238
Br -6.7089 1.2111 2.8296
Br -9.3755 -0.2069 1.7057
Br -7.2304 -1.9183 3.3952
H -8.5703 0.0826 4.0498
*
```


This record from the Open Molecules 2025 dataset describes C34H29ClIrN6OPS as an isolated structure. The level of theory is the ωB97M-V functional and the def2-TZVPD basis.

Summary:
- Lowest unoccupied orbital energy (spin up / spin down): -0.3373 / -0.4409 Eh
- M: 828.4 g mol⁻¹
- <S²>: 0.774
- HOMO (spin up / spin down): -15.9257 / -15.9259 eV
- Total energy: -3019.88958 a.u.
- ΔE to the lowest compared entry with this formula, charge and spin: 157.0 kJ/mol

Geometry as ORCA input:
```
! RIJCOSX wB97M-V def2-TZVPD def2/J DEFGRID3
* xyz 3 2
Ir 0.0438 -0.2564 -0.0447
Cl 1.9913 0.2034 1.4905
C 2.7984 -1.3203 1.7819
C 4.0853 -1.3132 2.2664
C 4.7338 -2.5327 2.4406
C 4.0858 -3.7196 2.1275
C 2.7779 -3.7028 1.6635
C 2.1096 -2.4882 1.5086
P 0.4159 -2.3946 0.9237
C 0.0046 -3.9952 0.2516
C -0.9555 -4.8103 0.8574
C -1.1782 -6.0840 0.3534
C -0.4660 -6.5384 -0.7479
C 0.4937 -5.7286 -1.3504
C 0.7190 -4.4551 -0.8651
C -0.6900 -2.1469 2.3183
C -2.0529 -2.0037 2.0221
C -2.9611 -1.7994 3.0430
C -2.5127 -1.7206 4.3619
C -1.1672 -1.8757 4.6533
C -0.2445 -2.0696 3.6323
H 4.5815 -0.3795 2.4992
H 5.7520 -2.5448 2.8051
H 4.5980 -4.6641 2.2507
H 2.2725 -4.6325 1.4399
H -1.4953 -4.4787 1.7319
H -1.9005 -6.7285 0.8363
H -0.6576 -7.5277 -1.1430
H 1.0676 -6.0963 -2.1911
H 1.4720 -3.8200 -1.3221
H -2.3911 -2.0645 0.9927
H -4.0146 -1.6964 2.8139
H -3.2221 -1.5522 5.1618
H -0.8314 -1.8570 5.6818
H 0.8054 -2.1929 3.8705
O -0.9614 0.6024 1.5484
N -2.1296 1.2023 1.4899
C -2.6467 1.7238 2.6301
C -3.8324 2.3963 2.5904
C -4.4913 2.5541 1.3607
C -3.9735 1.9557 0.2363
C -2.7788 1.2423 0.3264
S -2.0908 0.3721 -0.9812
H -2.0506 1.5761 3.5185
H -4.2444 2.7996 3.5040
H -5.3936 3.1467 1.2929
H -4.4616 2.0348 -0.7252
C -0.4295 -2.1478 -2.9987
C 0.6751 -1.1516 -2.9250
N 0.9153 -0.3160 -1.9136
C 2.0343 0.4376 -2.2421
C 2.4698 0.0498 -3.4553
N 1.6059 -0.9478 -3.8798
C 1.7298 -1.6604 -5.1431
N 1.5404 -0.8000 -6.2846
N 2.5744 -0.6973 -7.2028
N 2.2033 0.0319 -8.1631
C 0.8906 0.4274 -7.9429
C 0.0277 1.1718 -8.7216
C -1.2533 1.4597 -8.1919
C -1.6439 0.9862 -6.9433
C -0.7853 0.2282 -6.1584
C 0.4783 -0.0873 -6.7072
H -1.0762 -2.0266 -2.1326
H -0.0456 -3.1680 -3.0009
H -1.0348 -2.0105 -3.8962
H 2.4317 1.1973 -1.5908
H 3.2960 0.3977 -4.0540
H 1.0130 -2.4785 -5.1658
H 2.7357 -2.0635 -5.2412
H 0.3109 1.4663 -9.7249
H -1.9461 2.0562 -8.7707
H -2.6280 1.2326 -6.5686
H -1.0605 -0.0375 -5.1451
*
```


This record from the Open Molecules 2025 dataset describes C14H37BrN3O6V as an isolated structure. The level of theory is the ωB97M-V functional and the def2-TZVPD basis.

Summary:
- Lowest unoccupied orbital energy: 0.0102 Eh
- M: 474.3 g mol⁻¹
- HOMO: -8.6467 eV
- Total energy: -4689.36380 a.u.
- ΔE to the lowest compared entry with this formula, charge and spin: 0.0 kJ/mol

Geometry as ORCA input:
```
! RIJCOSX wB97M-V def2-TZVPD def2/J DEFGRID3
* xyz 0 1
O -2.1105 -0.9621 -1.8535
V -1.7302 -0.1827 -0.5366
O -1.5559 1.3690 -0.9122
Br -4.2041 0.1315 0.4094
C 0.8964 -1.3874 -2.1401
O 0.3689 -0.7909 -0.9832
C 1.3509 -0.4320 -0.0225
C 0.7697 0.5743 0.9409
N -0.5508 0.1204 1.4095
C -1.2616 1.1524 2.1912
C -0.4672 1.6699 3.3736
O 0.0420 0.5665 4.0921
C 0.4369 0.8912 5.4079
H 0.0857 -1.8952 -2.6573
H 1.6416 -2.1438 -1.8695
H 1.3390 -0.6306 -2.7916
H 2.2582 -0.0091 -0.4683
H 1.6708 -1.3448 0.5059
H 0.6774 1.5562 0.4703
H 1.4604 0.7071 1.7816
H -0.3552 -0.5764 2.1300
H -2.2219 0.7478 2.5128
H -1.5345 1.9964 1.5507
H -1.1262 2.3096 3.9708
H 0.3696 2.2966 3.0311
H 1.2848 1.5814 5.4058
H 0.7118 -0.0354 5.9071
H -0.3996 1.3281 5.9653
C 1.6629 2.5198 -3.1285
C 2.0084 3.1130 -1.7504
C 3.1033 4.1520 -1.8871
O 4.3401 3.5935 -2.3177
C 5.0391 2.9421 -1.3018
N 0.8465 3.7229 -1.0668
H 0.7110 1.9820 -3.0896
H 2.3977 1.7392 -3.3510
H 1.6493 3.3043 -3.8806
H 2.3982 2.3023 -1.1245
H 3.2575 4.6746 -0.9326
H 2.8357 4.8719 -2.6638
H 5.9648 2.5510 -1.7198
H 4.4823 2.1043 -0.8589
H 5.3052 3.6278 -0.4808
H 0.6879 4.6168 -1.5275
H 0.0651 3.1272 -1.3275
C -0.5598 -4.2128 -0.3049
C -1.9256 -3.5515 -0.3436
C -3.0132 -4.5484 0.0260
O -4.2552 -3.9486 0.2340
C -4.8357 -3.4256 -0.9448
N -1.9677 -2.3460 0.5542
H 0.2316 -3.4830 -0.4909
H -0.4737 -4.9511 -1.1044
H -0.3715 -4.6813 0.6650
H -2.0835 -3.1917 -1.3603
H -2.7450 -5.0909 0.9388
H -3.0673 -5.3096 -0.7737
H -4.8139 -4.1700 -1.7548
H -4.3127 -2.5313 -1.3066
H -5.8590 -3.1532 -0.7140
H -2.9654 -2.2905 0.8178
H -1.5835 -2.6673 1.4499
*
```


This record from the Open Molecules 2025 dataset describes a 7-piece molecular cluster, C22H48FN7O11S overall. The level of theory is the ωB97M-V functional and the def2-TZVPD basis.

Summary:
- Lowest unoccupied orbital energy: -0.0341 Eh
- Structure (SMILES): CC(=O)OC(=O)CNS(=O)(=O)F.CNC(C)=O.CNC(C)=O.CNC(C)=O.CNC(C)=O.CNC(C)=O.CNC(C)=O
- M: 637.7 g mol⁻¹
- HOMO: -8.7260 eV
- Total energy: -2575.94920 a.u.

Geometry as ORCA input:
```
! RIJCOSX wB97M-V def2-TZVPD def2/J DEFGRID3
* xyz 0 1
C -1.8398 2.6749 -0.8467
C -1.3939 2.1931 -2.3516
O -1.6254 3.0804 -3.3562
O -0.7317 0.9280 -2.7064
C 0.0452 0.3688 -1.5878
O -0.4245 -0.7922 -1.0537
C 1.4334 0.9775 -0.9620
N 1.4315 2.4782 -0.7667
S 2.4277 3.2709 -1.9765
O 2.5021 4.7867 -1.6689
O 1.7686 2.9678 -3.3544
F 4.0184 2.6320 -1.8899
H -1.0526 3.5094 -0.5207
H -1.8645 1.8216 -0.0423
H -2.9272 3.1536 -0.9490
H 1.5484 0.4916 0.1218
H 2.3912 0.6341 -1.5589
H 1.6874 2.7615 0.2088
C -4.1661 -0.9213 -2.0274
C -5.0658 -0.2335 -1.0394
O -5.5109 0.8950 -1.2370
N -5.3884 -0.8972 0.1076
C -4.9741 -2.2155 0.5246
H -4.0016 -0.2662 -2.8878
H -3.1981 -1.1354 -1.5668
H -4.6335 -1.8442 -2.3807
H -5.9973 -0.3675 0.7205
H -5.8716 -2.8220 0.6704
H -4.4477 -2.1189 1.4777
H -4.3226 -2.6976 -0.2046
C 3.5448 4.3905 2.3615
C 3.6502 2.9192 2.6495
O 3.0119 2.0822 2.0148
N 4.4852 2.5177 3.6503
C 5.3138 3.3340 4.5051
H 2.8417 4.5513 1.5391
H 3.1717 4.9190 3.2426
H 4.5199 4.7849 2.0639
H 4.5004 1.5130 3.7821
H 6.3518 3.0189 4.3711
H 5.0144 3.1520 5.5404
H 5.2236 4.3970 4.2808
C -7.3148 -4.4800 -4.1831
C -6.8454 -4.5387 -2.7566
O -7.0386 -3.6167 -1.9672
N -6.1858 -5.6581 -2.3419
C -5.8615 -6.8394 -3.1054
H -7.8219 -3.5272 -4.3609
H -6.4605 -4.5479 -4.8619
H -8.0231 -5.2895 -4.3783
H -5.9026 -5.6205 -1.3696
H -6.3255 -7.6981 -2.6135
H -4.7755 -6.9626 -3.0932
H -6.2100 -6.7777 -4.1365
C -1.9125 -6.1899 2.1912
C -2.2371 -4.7297 2.0455
O -3.2666 -4.2405 2.5056
N -1.3501 -3.9369 1.3786
C -0.0967 -4.3131 0.7696
H -2.7138 -6.6877 2.7449
H -1.8329 -6.6562 1.2057
H -0.9801 -6.3128 2.7485
H -1.6405 -2.9675 1.3232
H 0.6967 -3.7241 1.2368
H -0.1492 -4.0649 -0.2936
H 0.1208 -5.3750 0.8858
C 2.8186 4.5678 -8.4516
C 3.6971 4.9978 -7.3106
O 4.9022 5.1938 -7.4523
N 3.1223 5.1711 -6.0860
C 1.7388 4.9942 -5.7143
H 3.4211 4.4727 -9.3596
H 2.3689 3.5957 -8.2327
H 2.0421 5.3165 -8.6297
H 3.7796 5.4608 -5.3711
H 1.3701 5.9448 -5.3204
H 1.6942 4.2378 -4.9265
H 1.1183 4.6826 -6.5548
C 3.8546 -0.2330 7.1659
C 4.5132 0.9898 7.7402
O 4.0983 2.1237 7.5104
N 5.6046 0.8173 8.5396
C 6.2423 -0.4180 8.9280
H 3.0006 0.0676 6.5519
H 4.5606 -0.7764 6.5325
H 3.4909 -0.8761 7.9716
H 5.9902 1.6879 8.8865
H 6.2204 -0.4817 10.0190
H 7.2816 -0.3827 8.5915
H 5.7505 -1.2927 8.5018
*
```


This record from the Open Molecules 2025 dataset describes C48H38ClN3O3P2RuS as an isolated structure. The level of theory is the ωB97M-V functional and the def2-TZVPD basis.

Summary:
- Lowest unoccupied orbital energy (spin up / spin down): -0.2150 / -0.2906 Eh
- M: 935.4 g mol⁻¹
- <S²>: 6.075
- HOMO (spin up / spin down): -12.5865 / -13.0154 eV
- Total energy: -3877.45445 a.u.
- ΔE to the lowest compared entry with this formula, charge and spin: 12.0 kJ/mol

Geometry as ORCA input:
```
! RIJCOSX wB97M-V def2-TZVPD def2/J DEFGRID3
* xyz 2 5
Ru 0.2155 0.6718 -0.2581
Cl 1.3000 -3.0579 5.9327
C 0.8421 -2.5380 4.3827
C -0.3516 -3.0099 3.8065
C -0.6979 -2.5948 2.5600
C 0.0990 -1.6376 1.8260
O -0.3014 -1.2896 0.6912
C 1.3385 -1.1728 2.4461
C 2.3281 -0.3554 1.7484
N 2.0676 0.3776 0.7366
C 3.1055 1.0125 -0.0007
C 4.2804 1.4853 0.5194
C 5.2668 2.0118 -0.3404
C 5.0772 2.0318 -1.6934
C 3.8640 1.5670 -2.2551
C 3.6001 1.5396 -3.6448
C 2.3975 1.0746 -4.0971
C 1.4230 0.6828 -3.1646
N 1.6288 0.7073 -1.8629
C 2.8563 1.0990 -1.3961
C 1.6854 -1.6584 3.6834
H -0.9674 -3.7032 4.3634
H -1.6037 -2.9262 2.0679
H 3.3500 -0.4335 2.1191
H 4.4577 1.4633 1.5871
H 6.1872 2.3868 0.0851
H 5.8501 2.4099 -2.3501
H 4.3576 1.8810 -4.3392
H 2.1646 1.0256 -5.1507
H 0.4409 0.3699 -3.4934
H 2.6214 -1.3749 4.1490
C -3.1429 3.5601 -0.1773
N -2.2430 2.4090 -0.0853
P -1.0219 2.1804 1.0695
C -1.7977 1.5286 2.5585
C -3.1780 1.4185 2.6756
C -3.7349 0.9073 3.8402
C -2.9162 0.5021 4.8833
C -1.5349 0.6168 4.7719
C -0.9775 1.1333 3.6146
C -0.2632 3.7291 1.5465
C -0.8876 4.5852 2.4547
C -0.3029 5.8003 2.7728
C 0.9111 6.1578 2.2007
C 1.5525 5.2983 1.3171
C 0.9666 4.0859 0.9914
P -1.6897 1.4379 -1.3686
C -1.2747 2.5807 -2.7166
C -1.6170 2.3253 -4.0434
C -1.1665 3.1627 -5.0557
C -0.3751 4.2614 -4.7551
C -0.0328 4.5268 -3.4341
C -0.4763 3.6887 -2.4251
C -2.9709 0.3829 -2.0436
C -4.1855 0.8853 -2.5133
C -5.1346 0.0220 -3.0338
C -4.8692 -1.3417 -3.1117
C -3.6520 -1.8418 -2.6749
C -2.7055 -0.9818 -2.1331
H -2.6990 4.3713 -0.7564
H -3.3667 3.9272 0.8243
H -4.0848 3.2613 -0.6371
H -3.8176 1.7124 1.8557
H -4.8098 0.8204 3.9299
H -3.3540 0.1058 5.7899
H -0.8983 0.3212 5.5962
H 0.0997 1.2479 3.5435
H -1.8199 4.2972 2.9266
H -0.7875 6.4655 3.4745
H 1.3663 7.1057 2.4553
H 2.5087 5.5714 0.8910
H 1.4790 3.4017 0.3197
H -2.2342 1.4741 -4.3008
H -1.4446 2.9590 -6.0814
H -0.0351 4.9165 -5.5461
H 0.5697 5.3922 -3.1910
H -0.2133 3.9187 -1.3982
H -4.3887 1.9498 -2.4930
H -6.0793 0.4108 -3.3906
H -5.6141 -2.0117 -3.5206
H -3.4412 -2.9010 -2.7382
H -1.7660 -1.3795 -1.7643
O -10.0979 -0.1067 -0.4083
C -9.3505 -1.1627 -0.7837
O -9.8085 -2.0445 -1.4453
C -7.9102 -1.1626 -0.3491
C -7.1562 0.0088 -0.2823
C -5.8172 -0.0537 0.0423
C -5.2028 -1.2885 0.3353
S -3.5419 -1.3708 0.6998
C -5.9896 -2.4599 0.2721
C -7.3184 -2.3979 -0.0805
H -9.6188 0.4496 0.2182
H -7.6050 0.9640 -0.5292
H -5.2110 0.8428 0.0556
H -5.5158 -3.4084 0.4878
H -7.9178 -3.2942 -0.1650
*
```


> Number 5 is which compound?

C48H38ClN3O3P2RuS